12
Properties=species:S:1:pos:R:3:lowdin_charge:R:1 method="wB97M-V/def2-TZVPD" e_above_lowest_kj_mol=357.1 orbital_gap_ev=9.1 smiles=Nn1cc(O)cn1 charge=0
N 2.0848 -0.4708 -0.0239 0.028
N 0.7864 0.0352 -0.1947 -0.339
C -0.1931 -0.8477 -0.0705 -0.032
C -1.3020 -0.0149 0.0388 -0.331
O -2.6118 -0.3010 0.0050 0.019
C -0.7401 1.3476 -0.0082 -0.097
N 0.5440 1.2929 -0.0153 0.062
H 2.8332 0.2328 -0.5327 0.153
H 2.3422 -0.4855 1.0490 0.123
H 0.1086 -1.8727 0.1612 0.132
H -2.5417 -1.2274 -0.4372 0.159
H -1.3105 2.3115 0.0285 0.124



12
Properties=species:S:1:pos:R:3:lowdin_charge:R:1 method="wB97M-V/def2-TZVPD" e_above_lowest_kj_mol=457.0 orbital_gap_ev="7.6 / 7.6" charge=0
C 0.3169 0.8869 -0.7505 -0.506
C -0.0155 -1.4774 -0.0441 -0.006
N -0.1736 2.0815 -0.3936 0.179
C 0.1890 -0.1228 0.4105 -0.478
N 0.1535 -2.6684 -0.1708 0.215
N -0.5989 0.1798 1.4519 -0.013
O 0.7295 0.5453 -1.8429 0.052
H -0.0923 2.8640 -1.0203 0.119
H -0.6200 2.1404 0.5148 0.089
H -0.4543 -3.2190 -0.7749 0.113
H -0.7096 -0.5245 2.1730 0.021
H 1.2753 -0.6857 0.4469 0.216



12
Properties=species:S:1:pos:R:3:lowdin_charge:R:1 method="wB97M-V/def2-TZVPD" e_above_lowest_kj_mol=110.3 orbital_gap_ev=9.7 smiles="[H]/N=C1/CNC(O)=N1" charge=0
H -2.8090 -0.2593 1.0211 0.041
N -1.8561 -0.1931 1.3406 0.122
C -0.9471 0.0571 0.4899 -0.454
C 0.4135 0.1539 1.1241 -0.117
N 1.2559 -0.1776 -0.0261 0.096
C 0.4400 -0.0503 -1.1143 -0.485
O 1.0039 -0.1209 -2.3177 0.123
N -0.8392 0.0895 -0.9102 0.156
H 0.1630 -0.5249 1.9531 0.118
H 0.6374 1.1528 1.5111 0.124
H 2.2544 -0.0339 -0.1035 0.146
H 0.2833 -0.0932 -2.9682 0.131



12
Properties=species:S:1:pos:R:3:lowdin_charge:R:1 method="wB97M-V/def2-TZVPD" e_above_lowest_kj_mol=412.2 orbital_gap_ev=9.9 smiles="[H]/N=C/N(C=O)/C=N/[H]" charge=0
H -2.7202 1.2303 0.3663 0.122
N -1.9389 0.7942 -0.2813 0.101
C -1.0592 0.5612 0.5620 -0.222
N 0.2593 -0.1393 0.3638 -0.058
C 1.3124 -0.2634 1.2038 -0.273
O 2.5762 -0.3033 0.9160 -0.045
C 0.5228 -0.5397 -0.9834 -0.260
N -0.5085 -0.7013 -1.7252 0.038
H -0.2350 -0.7434 -2.9154 0.158
H -0.7964 0.9969 1.5119 0.103
H 0.9694 -0.0563 2.3631 0.169
H 1.6180 -0.8360 -1.3817 0.165



12
Properties=species:S:1:pos:R:3:lowdin_charge:R:1 method="wB97M-V/def2-TZVPD" e_above_lowest_kj_mol=272.0 orbital_gap_ev=9.5 smiles=CNc1cnno1 charge=0
C -1.2984 -0.1697 -1.1348 -0.087
N -0.9235 0.4693 0.1076 0.003
C 0.2812 0.2340 0.6185 -0.411
C 1.4007 -0.2641 0.0515 -0.079
N 2.3748 -0.2349 1.0415 0.010
N 1.9115 0.2036 2.1311 0.035
O 0.5328 0.5605 1.8932 0.017
H -1.1911 -1.2448 -1.1177 0.086
H -2.2660 0.1416 -1.4154 0.066
H -0.6849 0.2195 -2.0065 0.109
H -1.7100 0.6737 0.7563 0.167
H 1.5729 -0.5886 -0.9253 0.084



12
Properties=species:S:1:pos:R:3:lowdin_charge:R:1 method="wB97M-V/def2-TZVPD" e_above_lowest_kj_mol=482.5 orbital_gap_ev=11.0 charge=0
C -1.4314 -0.0692 0.1756 -0.486
C 0.5677 -0.8643 0.1267 -0.121
C 0.6132 0.6162 0.6201 -0.126
N -0.5249 0.5110 -1.3335 -0.003
N -0.6575 -0.7800 -0.7840 0.009
N -0.6277 1.1401 -0.0658 -0.001
O -2.3470 -0.3246 0.8979 0.172
H 1.3682 -1.0122 -0.5294 0.081
H 0.6678 -1.6492 0.8614 0.116
H 0.6684 0.6028 1.7576 0.142
H 1.3336 1.1944 0.0569 0.100
H 0.3697 0.6352 -1.7834 0.118



12
Properties=species:S:1:pos:R:3:lowdin_charge:R:1 method="wB97M-V/def2-TZVPD" e_above_lowest_kj_mol=680.2 orbital_gap_ev=7.1 charge=0
N 2.0829 1.3592 -0.4921 0.090
C 0.8987 -0.7235 -0.0418 -0.089
C 0.0331 -1.7697 0.0304 -0.117
N -1.2452 -1.1798 0.1128 0.116
C -1.0402 0.1524 0.0837 -0.442
O -2.0649 1.0143 0.1534 0.113
N 0.2400 0.4076 0.0074 0.029
H 2.6416 2.2412 -0.4998 -0.013
H 2.1479 1.0680 0.4835 -0.056
H 0.1588 -2.8410 0.0287 0.087
H -2.1493 -1.6298 0.1190 0.156
H -1.7034 1.9010 0.0147 0.126



12
Properties=species:S:1:pos:R:3:lowdin_charge:R:1 method="wB97M-V/def2-TZVPD" e_above_lowest_kj_mol=84.3 orbital_gap_ev=9.0 smiles=Nc1cnc(O)[nH]1 charge=0
N -1.6305 0.5343 -1.3264 0.070
C -0.5454 0.1130 -0.5340 -0.363
C 0.3873 -0.8648 -0.6795 -0.113
N 1.2347 -0.8896 0.3887 0.085
C 0.8305 0.0618 1.1779 -0.490
O 1.5283 0.2469 2.3088 0.078
N -0.2530 0.7261 0.7000 0.181
H -1.2999 0.9768 -2.1797 0.080
H -2.1950 -0.2700 -1.5813 0.079
H 0.5574 -1.5866 -1.4609 0.102
H 2.1713 -0.4820 2.1297 0.127
H -0.8019 1.4844 1.0876 0.164



12
Properties=species:S:1:pos:R:3:lowdin_charge:R:1 method="wB97M-V/def2-TZVPD" e_above_lowest_kj_mol=592.9 orbital_gap_ev="9.1 / 9.1" charge=0
O -2.6225 0.8757 -0.1858 -0.046
C -1.6987 -0.1051 0.2071 -0.250
C -0.3213 0.3129 -0.1463 -0.260
N 0.3431 1.1320 -0.6828 0.189
N 2.3838 0.5678 0.0224 0.136
C 1.9053 -0.5605 0.3343 -0.547
N 0.8484 -1.1851 0.5990 0.174
H -2.3694 1.1733 -1.0698 0.094
H -1.8918 -1.0894 -0.2397 0.123
H -1.7619 -0.2094 1.2930 0.126
H 2.9206 0.7182 -0.8194 0.077
H 2.2643 -1.6303 0.6880 0.185



12
Properties=species:S:1:pos:R:3:lowdin_charge:R:1 method="wB97M-V/def2-TZVPD" e_above_lowest_kj_mol=315.2 orbital_gap_ev=8.5 charge=0
N 1.9620 0.0769 -0.0124 0.079
C 1.2388 1.0818 0.2959 -0.061
C -0.0430 1.3883 -0.1475 -0.111
N -1.1344 0.6672 0.0766 0.105
C -1.2190 -0.8050 0.1297 -0.628
O -2.3193 -1.2372 0.4447 0.012
N -0.0901 -1.4052 -0.2441 0.064
H 1.2448 -0.7788 -0.3914 0.095
H 2.8220 -0.0735 0.5088 0.102
H -0.1780 2.3859 -0.5569 0.121
H -2.0463 1.1055 0.0351 0.148
H -0.2376 -2.4059 -0.1387 0.072



12
Properties=species:S:1:pos:R:3:lowdin_charge:R:1 method="wB97M-V/def2-TZVPD" e_above_lowest_kj_mol=499.6 orbital_gap_ev=8.8 charge=0
N -0.2765 1.6424 -1.4474 0.168
C -0.1009 0.6103 -0.6469 -0.215
C -1.2652 -0.6216 1.6288 0.017
N 0.0078 -0.8587 1.4509 -0.047
C 0.7873 -0.4364 0.2823 -0.626
O 2.0104 -0.4259 0.3705 0.017
N 0.0569 -0.6596 -0.9935 0.172
H -0.4030 1.5386 -2.4487 0.116
H -0.4124 2.5612 -1.0556 0.112
H -1.5122 -1.0633 2.6161 0.004
H 0.6457 -1.2998 2.1148 0.138
H 0.4622 -0.9871 -1.8713 0.145



12
Properties=species:S:1:pos:R:3:lowdin_charge:R:1 method="wB97M-V/def2-TZVPD" e_above_lowest_kj_mol=522.8 orbital_gap_ev=8.3 charge=0
H -1.1714 1.7640 -0.5924 0.045
N -0.3678 2.1886 -0.1174 0.091
C 0.5836 1.3223 -0.0395 -0.274
N 0.6057 0.0252 -0.5044 -0.208
O 1.8717 -0.3768 -0.9390 0.005
C -0.3164 -0.9702 -0.2815 -0.109
C -1.1270 -0.9695 0.7352 -0.194
N -1.8328 -1.0111 1.6689 0.169
H 1.5483 1.6291 0.4002 0.126
H 2.0060 0.1630 -1.7411 0.119
H -0.1062 -1.8946 -0.8052 0.124
H -1.6936 -1.8699 2.2162 0.105



12
Properties=species:S:1:pos:R:3:lowdin_charge:R:1 method="wB97M-V/def2-TZVPD" e_above_lowest_kj_mol=101.5 orbital_gap_ev=8.4 smiles="Nc1c[nH]c(=O)[nH]1" charge=0
N -0.6795 1.4995 1.1102 0.105
C -0.4454 0.4152 0.2850 -0.389
C -0.3965 -0.8971 0.5956 -0.084
N 0.1840 -1.5685 -0.5076 0.085
C 0.8252 -0.5845 -1.2204 -0.542
O 1.9242 -0.6449 -1.7192 0.075
N 0.1014 0.5932 -0.9823 0.156
H -1.1277 2.2976 0.6728 0.093
H -1.2081 1.2184 1.9224 0.092
H -0.2163 -1.2971 1.5774 0.109
H 0.5492 -2.5065 -0.4457 0.146
H 0.4895 1.4748 -1.2883 0.155



12
Properties=species:S:1:pos:R:3:lowdin_charge:R:1 method="wB97M-V/def2-TZVPD" e_above_lowest_kj_mol=546.2 orbital_gap_ev=10.9 smiles=[O-][C@]12N3CCN1[N@@H+]32 charge=0
O -3.2888 0.3159 0.6276 0.170
C -2.1950 0.1446 0.2273 -0.582
N -1.4575 0.8673 -0.7382 0.076
C -0.1300 0.8796 -0.1303 -0.155
C -0.0243 -0.5613 0.6343 -0.153
N -1.3213 -1.0394 0.2602 -0.056
N -1.5036 -0.7854 -1.1231 0.114
H -0.2473 1.6934 0.6975 0.150
H 0.5554 0.9352 -0.9870 0.105
H 0.8443 -1.1257 0.3914 0.085
H 0.0685 -0.6477 1.7922 0.143
H -0.7260 -0.8821 -1.7473 0.105



12
Properties=species:S:1:pos:R:3:lowdin_charge:R:1 method="wB97M-V/def2-TZVPD" e_above_lowest_kj_mol=458.4 orbital_gap_ev=6.9 smiles=Nc1[nH]ncc1O charge=0
N -0.2173 -0.0119 -1.9487 0.111
C -0.2302 -0.1602 -0.6280 -0.210
N -1.2565 -0.5544 0.0973 -0.065
N -1.1246 -0.7235 1.4171 -0.057
C 0.1057 -0.3241 1.7896 -0.207
C 0.8859 0.2028 0.8557 -0.211
O 2.0930 0.6778 0.6633 0.003
H -1.1064 -0.0231 -2.4112 0.100
H 0.5296 0.5532 -2.2092 0.070
H -2.2408 -0.6644 -0.3099 0.189
H 0.3848 -0.2818 2.8342 0.112
H 2.1768 1.3097 -0.1501 0.164



12
Properties=species:S:1:pos:R:3:lowdin_charge:R:1 method="wB97M-V/def2-TZVPD" e_above_lowest_kj_mol=395.0 orbital_gap_ev=8.4 smiles=Nc1cnoc1N charge=0
N -0.2352 -1.5895 0.8266 0.017
C -0.0687 -0.5432 -0.1500 -0.207
C -0.2923 -0.5237 -1.5260 -0.170
N -0.1447 0.6543 -2.1277 -0.008
O 0.0535 1.5866 -1.1775 -0.027
C 0.1414 1.0925 0.0742 -0.249
N 0.0734 1.7207 1.2588 0.129
H -1.0070 -2.2679 0.6285 0.092
H 0.5800 -2.1488 1.0789 0.067
H -0.1954 -1.4600 -2.1306 0.127
H 0.7067 2.4857 1.2798 0.090
H 0.3882 0.9933 1.9649 0.139



12
Properties=species:S:1:pos:R:3:lowdin_charge:R:1 method="wB97M-V/def2-TZVPD" e_above_lowest_kj_mol=111.7 orbital_gap_ev=10.8 smiles=OCc1nc[nH]n1 charge=0
O -2.3323 1.0338 -0.3811 -0.054
C -1.6497 -0.1120 0.0514 -0.219
C -0.1500 -0.0598 -0.0447 -0.364
N 0.5817 -1.0713 0.5042 0.114
C 1.8137 -0.7325 0.2098 -0.180
N 1.8223 0.4209 -0.4799 -0.001
N 0.5563 0.8688 -0.6584 0.103
H -2.0462 1.2379 -1.2795 0.086
H -1.9778 -1.0217 -0.4773 0.123
H -1.9052 -0.2547 1.1050 0.124
H 2.7025 -1.2890 0.4755 0.119
H 2.6059 0.9194 -0.8725 0.148



12
Properties=species:S:1:pos:R:3:lowdin_charge:R:1 method="wB97M-V/def2-TZVPD" e_above_lowest_kj_mol=294.4 orbital_gap_ev="7.9 / 7.9" smiles="CC1=[NH+]C=N[N+]1=O" charge=+2
C 1.3244 -1.1056 0.0508 0.085
C 0.1544 -0.1812 0.0211 -0.078
N 0.1015 1.1471 -0.0433 0.250
C -1.2282 1.6371 -0.0205 -0.009
N -2.1212 0.7690 0.1407 0.330
N -1.2219 -0.6310 0.0287 0.038
O -1.6475 -1.6930 0.0748 0.445
H 1.2694 -2.1056 -0.5865 0.198
H 1.4477 -1.7677 0.9650 0.171
H 2.2401 -0.4473 -0.1273 0.149
H 0.9496 1.7321 -0.1292 0.234
H -1.2685 2.6462 -0.3743 0.186



14
Properties=species:S:1:pos:R:3:lowdin_charge:R:1 method="wB97M-V/def2-TZVPD" e_above_lowest_kj_mol=224.1 orbital_gap_ev=9.6 smiles="O=C1O[C@@]12N=NCS2.N" charge=0
O 2.1188 0.2236 1.8092 0.141
C 1.4282 -0.5524 1.2278 -0.527
O 0.8790 -1.7143 1.3472 0.164
C 0.4507 -0.8689 0.2054 -0.608
N -0.9241 -0.4532 0.2956 0.031
N -1.5274 -0.5671 -0.7643 -0.045
C -0.8135 -0.8171 -1.9362 -0.466
S 0.8836 -1.4782 -1.4582 0.925
H -1.3655 -1.4282 -2.6380 0.064
H -0.6311 0.1984 -2.6177 0.146
N -0.1914 1.6609 0.9491 0.033
H -1.0319 2.2917 1.1633 0.084
H 0.6224 2.2324 0.6158 0.068
H 0.1022 1.2723 1.8008 -0.011



13
Properties=species:S:1:pos:R:3:lowdin_charge:R:1 method="wB97M-V/def2-TZVPD" e_above_lowest_kj_mol=105.8 orbital_gap_ev=8.0 smiles=Nc1nc(O)[nH]c1S charge=0
N 0.9450 2.1282 0.0439 0.093
C 0.1109 1.0106 -0.0104 -0.420
N -1.2431 1.0545 0.0766 0.165
C -1.6631 -0.1781 0.0264 -0.483
O -2.9787 -0.5374 -0.0666 0.032
N -0.6182 -1.0382 -0.0751 0.086
C 0.5979 -0.2774 -0.1260 -0.647
S 2.1848 -0.9371 -0.0340 0.768
H 1.8269 2.0555 -0.3979 0.052
H 0.5628 3.1287 -0.0314 0.132
H -3.1017 -1.3484 0.6796 0.213
H -0.7193 -2.0419 -0.1171 0.145
H 2.4439 -0.8442 1.2853 -0.136